Record 1
Below is one molecule with the formula C7H13BO2 in a non-equilibrium geometry, with properties calculated with the ωB97M-V functional and the def2-TZVPD basis.

Highest occupied orbital energy   -9.6 eV
Net charge   0
SMILES   C[C@@H]1[C@@H](C)C12COB(O)C2
Frontier orbital gap   10.092 eV
Energy relative to the best compared isomer or geometry (same formula, charge and spin)   4.9 kcal per mole

Each line ends with the Löwdin charge.
Geometry (Å):
O 4.27 -0.24 -0.44  0.167
O 2.78 0.91 0.62  0.115
C -1.21 1.89 -0.57  -0.060
C 1.35 1.09 0.99  -0.064
C 1.56 -0.92 -0.38  0.029
C -0.81 -0.26 0.63  -0.301
C 0.51 0.15 0.18  -0.331
C -0.75 0.49 -0.60  -0.285
C -1.30 -1.72 0.49  -0.048
B 2.97 -0.16 -0.13  -0.699
H 1.19 1.02 2.08  0.145
H 4.54 -1.03 -1.05  0.165
H -1.12 2.32 -1.55  0.080
H -2.31 -1.55 0.16  0.069
H -1.37 -2.28 1.48  0.092
H -0.73 2.19 0.39  0.076
H 1.18 2.12 0.65  0.119
H -2.31 1.93 -0.17  0.116
H -0.54 -2.24 -0.17  0.082
H 1.48 -1.10 -1.45  0.100
H 1.49 -1.90 0.14  0.109
H -0.85 -0.01 -1.56  0.150
H -1.20 0.18 1.60  0.172

***

Record 2
Below is a 2-piece molecular cluster, C7H13BrO4 overall in a non-equilibrium geometry, with properties calculated with the ωB97M-V functional and the def2-TZVPD basis.

Highest occupied orbital energy   -10.3 eV
Net charge   0
SMILES   CC[C@@H](Br)[C@H]1COC(=O)O1.CO
Frontier orbital gap   10.922 eV

Each line ends with the Löwdin charge.
Geometry (Å):
Br 1.37 -0.23 -1.90  0.747
O -1.01 -3.50 -0.63  -0.144
O 2.91 3.32 1.28  0.249
O 1.47 2.78 -0.36  0.025
O 0.67 3.52 1.53  0.052
C -0.22 2.47 1.15  -0.081
C 1.03 0.45 -0.08  -0.601
C 0.38 1.85 -0.16  -0.301
C 0.25 -0.59 0.76  -0.265
C -1.30 -0.47 0.68  -0.091
C 1.86 3.21 0.89  -0.584
C -0.87 -3.10 -2.00  -0.169
H -1.66 0.20 -0.11  0.080
H -0.37 -4.20 -0.48  0.081
H 0.14 -2.73 -2.18  0.014
H 0.61 -0.61 1.80  0.114
H -1.75 -1.46 0.49  0.058
H -0.18 1.96 -1.09  0.136
H 2.01 0.58 0.41  0.107
H -1.59 -2.30 -2.19  0.079
H 0.50 -1.58 0.35  0.073
H -1.22 2.82 0.85  0.139
H -0.23 1.74 1.97  0.128
H -1.09 -3.94 -2.65  0.077
H -1.69 -0.17 1.66  0.075

***

Record 3
Below is an isolated ion of composition C7H13Cl2N3O2P and charge +1 in a non-equilibrium geometry, with properties calculated with the ωB97M-V functional and the def2-TZVPD basis.

Highest occupied orbital energy   -12.1 eV
Net charge   +1
SMILES   Cc1[nH]c[n+]([C@@H](Cl)[C@@H](C)Cl)c1P(=N)(O)O
Frontier orbital gap   7.629 eV

Each line ends with the Löwdin charge.
Geometry (Å):
Cl -2.35 0.96 2.07  0.597
Cl 0.11 2.89 1.72  0.595
P 1.77 -0.09 0.84  0.692
O 2.37 1.32 0.05  -0.213
O 1.57 0.15 2.54  -0.233
N -1.08 -0.26 -0.11  -0.082
N 2.95 -1.19 0.72  -0.198
N -1.21 -2.47 -1.12  0.130
C -1.90 -1.25 -0.79  0.037
C 1.31 -3.41 -0.74  -0.051
C -0.69 2.32 0.14  -0.653
C 0.17 -2.28 -0.63  -0.098
C -1.65 1.05 0.34  -0.605
C 0.26 -0.85 0.02  -0.110
C -1.65 3.57 -0.31  -0.130
H 3.72 -0.75 0.18  0.007
H 2.08 -3.20 -1.55  0.099
H -2.03 3.39 -1.38  0.096
H -2.58 1.24 -0.33  0.127
H 1.84 -3.41 0.28  0.082
H 2.15 1.30 -0.91  0.083
H -0.97 4.50 -0.22  0.092
H 0.86 -4.47 -0.86  0.094
H -2.99 -0.95 -0.99  0.170
H -1.62 -3.31 -1.58  0.186
H -2.47 3.67 0.48  0.089
H 0.06 2.19 -0.71  0.103
H 2.07 -0.58 3.01  0.095

***

Record 4
Below is a 2-piece molecular cluster, C7H13Cl2O2P overall in a non-equilibrium geometry, with properties calculated with the ωB97M-V functional and the def2-TZVPD basis.

Highest occupied orbital energy   1.8 eV
Net charge   -2
Frontier orbital gap   2.310 eV

Each line ends with the Löwdin charge.
Geometry (Å):
Cl 0.98 -4.28 -2.80  0.478
Cl 2.57 -2.64 -0.98  0.558
P -0.11 1.17 0.34  0.821
O 0.74 4.03 1.78  -0.318
O 2.69 3.67 0.60  -0.219
C -1.81 1.51 1.17  -0.434
C -1.87 0.53 2.46  -0.248
C 2.50 -3.40 -2.57  -1.023
C -0.56 -1.60 -0.04  -0.252
C 1.43 3.51 0.72  -0.784
C 0.63 2.71 -0.43  -0.419
C -0.27 -0.26 -0.89  -0.480
H -0.38 -1.47 1.07  0.030
H -2.63 0.88 3.23  0.036
H 0.15 -2.41 -0.43  -0.033
H -1.89 2.60 1.47  0.059
H -1.17 -0.10 -1.58  0.041
H 2.58 -2.63 -3.33  0.027
H -0.83 0.43 2.88  0.038
H -2.15 -0.51 2.05  0.033
H -0.24 3.38 -0.74  -0.049
H -2.67 1.22 0.45  0.043
H 3.33 -4.10 -2.66  0.014
H -1.65 -1.86 -0.18  0.050
H 0.63 -0.38 -1.58  0.034

***

Record 5
Below is C7H13DyNO2P as an isolated structure in a non-equilibrium geometry, with properties calculated with the ωB97M-V functional and the def2-TZVPD basis.

Highest occupied orbital energy (spin up / spin down)   -6.6 / -3.5 eV
Multiplicity   6
Net charge   0
<S²>   9.774
Frontier orbital gap (spin up / spin down)   6.716 / 3.401 eV
Energy relative to the best compared isomer or geometry (same formula, charge and spin)   0.0 kcal per mole

Each line ends with the Löwdin charge.
Geometry (Å):
Dy -0.57 -0.99 -0.16  1.190
P 2.13 0.12 0.01  0.702
O 0.33 -1.30 1.96  -0.312
O -1.86 -1.18 1.76  -0.131
N 0.63 -1.54 4.35  0.067
C -1.06 1.35 -0.36  -0.258
C -1.21 0.06 -2.28  -0.243
C -0.40 1.02 -1.58  -0.305
C -0.79 -1.20 4.00  -0.152
C -2.29 0.61 -0.31  -0.257
C -2.38 -0.20 -1.50  -0.248
C -0.83 -1.22 2.51  -0.624
H -0.76 2.10 0.36  0.110
H 1.27 -1.07 3.67  0.081
H -3.09 0.74 0.42  0.111
H 0.79 -2.55 4.25  0.053
H 0.52 1.46 -1.95  0.083
H 0.88 -1.30 5.31  0.040
H -1.03 -0.20 4.37  0.113
H -1.47 -1.92 4.44  0.114
H 2.92 0.77 -0.98  -0.119
H -3.22 -0.82 -1.80  0.107
H 2.22 1.13 1.01  -0.102
H -1.00 -0.36 -3.27  0.102
H 3.16 -0.70 0.55  -0.123

***

Record 6
Below is an isolated ion of composition C7H13FNO2 and charge +1 in a non-equilibrium geometry, with properties calculated with the ωB97M-V functional and the def2-TZVPD basis.

Highest occupied orbital energy   -13.5 eV
Net charge   +1
SMILES   C=[N+](F)[C@H]1COC[C@@H]1OCC
Frontier orbital gap   7.654 eV
Energy relative to the best compared isomer or geometry (same formula, charge and spin)   3.1 kcal per mole

Each line ends with the Löwdin charge.
Geometry (Å):
F -2.00 1.07 -0.65  0.119
O 1.31 -0.37 0.52  -0.114
O -1.11 -2.69 -0.33  -0.073
N -1.56 0.75 0.59  -0.050
C 1.79 1.74 -0.65  -0.055
C -1.10 -0.62 0.70  -0.085
C -1.34 1.76 1.51  0.287
C 2.32 0.37 -0.06  -0.244
C -0.03 -2.02 -1.00  -0.035
C 0.16 -0.59 -0.31  -0.186
C -2.00 -1.78 0.16  -0.130
H -2.60 -1.44 -0.66  0.135
H 1.51 1.69 -1.63  0.028
H 2.69 2.50 -0.71  0.131
H 2.95 -0.16 -0.79  0.130
H -0.35 -1.70 -2.02  0.151
H 2.98 0.60 0.83  0.141
H 0.80 -2.61 -0.86  0.116
H 0.23 0.16 -1.04  0.102
H -2.52 -2.20 0.90  0.104
H -0.64 -0.81 1.63  0.163
H 1.09 2.11 0.13  0.069
H -1.11 1.46 2.59  0.163
H -1.47 2.80 1.15  0.132